[1]
C45H61BGe2N3O4RbSSb | the ωB97M-V functional and the def2-TZVPD basis

## Properties
Expectation value of S²: 0.78
LUMO level (spin up / spin down) (eV): 3.595 / 3.594
Charge: -2
Energy above the lowest of the compared OMol25 structures with the same formula, charge and spin (eV): 2.2065
Multiplicity: 2

Cartesian coordinates (Å):
Rb1 -0.0170 -0.0786 -0.0853
O1 -2.7782 1.0169 3.9121
C1 -3.9662 1.2991 3.3571
C2 -5.0969 1.3460 4.1758
C3 -6.3394 1.6204 3.6379
C4 -6.4802 1.8588 2.2740
C5 -5.3627 1.8233 1.4593
C6 -4.0984 1.5526 1.9768
C7 -2.8846 1.5177 1.1090
O2 -1.7787 1.1470 1.6135
N1 -3.0810 1.9804 -0.1205
N2 -2.1058 1.7669 -1.0136
C8 -2.1196 2.5078 -2.0586
C9 -1.2095 2.2593 -3.1615
C10 -1.3868 2.9266 -4.3830
C11 -0.5453 2.6474 -5.4406
C12 0.4639 1.7079 -5.2703
C13 0.5777 1.1065 -4.0249
N3 -0.2174 1.3685 -2.9988
H1 -2.1337 0.9834 3.1401
H2 -4.9757 1.1522 5.2345
H3 -7.2093 1.6406 4.2848
H4 -7.4577 2.0696 1.8575
H5 -5.4379 2.0068 0.3970
H6 -2.8561 3.3066 -2.1701
H7 -2.1925 3.6430 -4.4847
H8 -0.6715 3.1469 -6.3938
H9 1.1416 1.4563 -6.0748
H10 1.3543 0.3710 -3.8365
C14 -4.1069 -3.6405 3.1750
C15 -3.4287 -2.3402 2.7470
Ge1 -2.0630 -2.4736 1.2050
C16 -0.3567 -2.7913 2.2604
C17 -0.4256 -3.9545 3.2452
C18 -2.3909 -4.2888 0.4627
C19 -1.8375 -4.6398 -0.7064
Ge2 -0.7198 -3.0920 -1.4502
C20 -1.3032 -2.6066 -3.3628
C21 -1.4842 -3.6269 -4.4865
C22 1.2441 -3.6524 -1.6310
C23 1.7051 -4.8934 -2.3953
C24 -2.0278 -5.9686 -1.3257
C25 -2.9140 -6.9333 -0.8224
C26 -3.0643 -8.1675 -1.4309
C27 -2.3341 -8.4920 -2.5678
C28 -1.4521 -7.5542 -3.0844
C29 -1.3084 -6.3198 -2.4722
H11 -4.7571 -3.4781 4.0432
H12 -3.3790 -4.4097 3.4433
H13 -4.7278 -4.0393 2.3687
H14 -2.8910 -1.8938 3.5890
H15 -4.1944 -1.6139 2.4590
H16 -0.0997 -1.8710 2.7985
H17 0.4399 -2.9758 1.5340
H18 -1.1773 -3.7704 4.0176
H19 0.5357 -4.1120 3.7464
H20 -0.6898 -4.8794 2.7258
H21 -3.0445 -4.9811 1.0005
H22 -0.5624 -1.8579 -3.6663
H23 -2.2423 -2.0620 -3.2238
H24 -0.5517 -4.1508 -4.7119
H25 -1.8108 -3.1335 -5.4102
H26 -2.2369 -4.3721 -4.2266
H27 1.6124 -3.7181 -0.6018
H28 1.7227 -2.7651 -2.0616
H29 1.3089 -5.8047 -1.9442
H30 2.7985 -4.9669 -2.3825
H31 1.3943 -4.8668 -3.4438
H32 -3.5000 -6.7110 0.0601
H33 -3.7610 -8.8879 -1.0157
H34 -2.4541 -9.4596 -3.0410
H35 -0.8751 -7.7860 -3.9729
H36 -0.6221 -5.5905 -2.8743
C30 3.9162 3.5682 4.1863
C31 2.6922 2.6818 3.9921
C32 2.8106 1.3901 4.7998
Sb1 2.2081 2.1567 1.8926
C33 1.0945 4.0290 1.4870
C34 1.8571 5.3211 1.7504
C35 -0.2181 4.0043 2.2645
C36 4.0753 2.8661 0.9545
C37 5.2703 1.9865 1.3035
C38 3.8483 2.9065 -0.5547
H37 4.0171 3.8464 5.2428
H38 3.8549 4.4874 3.6018
H39 4.8288 3.0450 3.8984
H40 1.8071 3.2283 4.3334
H41 3.6509 0.7858 4.4509
H42 1.9109 0.7809 4.7029
H43 2.9637 1.6097 5.8640
H44 0.8646 3.9643 0.4178
H45 2.0800 5.4286 2.8149
H46 1.2502 6.1859 1.4544
H47 2.7945 5.3676 1.1915
H48 -0.0386 4.0255 3.3437
H49 -0.7939 3.1086 2.0367
H50 -0.8331 4.8764 2.0139
H51 4.2568 3.8798 1.3240
H52 5.0889 0.9571 0.9911
H53 5.4729 1.9736 2.3764
H54 6.1707 2.3528 0.7938
H55 3.6956 1.8959 -0.9401
H56 4.7188 3.3298 -1.0691
H57 2.9747 3.5087 -0.8230
S1 3.2514 -1.8038 2.1168
C39 3.6704 -1.1140 0.7308
O3 3.4421 -0.5046 -1.7707
B1 4.0757 -1.1962 -0.6635
O4 5.4193 -1.5436 -1.0783
C40 5.5743 -1.0189 -2.3116
C41 6.6945 -1.0460 -3.1136
C42 6.6187 -0.4130 -4.3589
C43 5.4566 0.2184 -4.7656
C44 4.3185 0.2398 -3.9516
C45 4.3897 -0.3930 -2.7291
H58 7.6000 -1.5358 -2.7791
H59 7.4827 -0.4123 -5.0128
H60 5.4239 0.7082 -5.7315
H61 3.4182 0.7493 -4.2684

=====

[2]
C4H11NO | the ωB97M-V functional and the def2-TZVPD basis

## Properties
LUMO level (eV): 1.029
Charge: 0
Energy above the lowest of the compared OMol25 structures with the same formula, charge and spin (eV): 1.6193

Cartesian coordinates (Å):
C1 1.0006 -1.6673 0.4673
C2 0.5483 -0.3542 -0.1871
C3 1.1106 0.8866 0.6094
N1 -0.9106 -0.3893 -0.0929
C4 -1.7927 0.5172 -0.8245
O1 -1.4769 1.9121 -0.7210
H1 0.4487 -1.7547 1.4140
H2 0.6520 -2.5176 -0.1155
H3 2.0808 -1.7003 0.5922
H4 0.7070 -0.2197 -1.2593
H5 1.7862 1.4034 -0.0902
H6 0.3601 1.3670 1.2243
H7 1.8707 0.4551 1.2783
H8 -1.4046 -0.5053 0.7784
H9 -1.6448 0.2174 -1.8721
H10 -2.8139 0.3736 -0.4941
H11 -0.5216 1.9760 -0.7073

=====

[3]
C46H46BBrIrN10O2Se | the ωB97M-V functional and the def2-TZVPD basis

## Properties
Expectation value of S²: 0.81
LUMO level (spin up / spin down) (eV): -5.762 / -6.332
Charge: +2
Energy above the lowest of the compared OMol25 structures with the same formula, charge and spin (eV): 1.2898
Multiplicity: 2

Cartesian coordinates (Å):
Ir1 -0.4389 -0.2568 0.5830
C1 1.0045 3.5547 -4.3559
C2 0.8573 2.0923 -4.1309
C3 1.3974 1.0945 -4.9421
C4 1.0721 -0.1014 -4.3280
N1 0.3590 0.1991 -3.2272
N2 0.2189 1.5390 -3.0700
B1 -0.4229 2.3104 -1.8332
N3 0.4541 2.4940 -0.5912
N4 0.6932 1.5614 0.3953
C5 1.3238 2.2252 1.3815
C6 1.4872 3.5580 1.0439
C7 0.9139 3.7055 -0.1943
C8 0.7786 4.9892 -0.9433
C9 1.8233 1.6632 2.6572
C10 1.0265 1.6945 3.7978
C11 1.4970 1.1517 4.9868
C12 2.7694 0.5991 5.0456
C13 3.5862 0.6142 3.9218
C14 3.1182 1.1535 2.7317
N5 -1.7762 1.7268 -1.4239
N6 -1.9535 0.4953 -0.8300
C15 -3.2952 0.3580 -0.6870
C16 -3.9474 1.4943 -1.1263
C17 -2.9584 2.3394 -1.5956
C18 -3.1340 3.6831 -2.2166
C19 -4.0023 -0.8644 -0.2568
C20 -4.0269 -1.9836 -1.0890
C21 -4.6914 -3.1338 -0.6920
C22 -5.3430 -3.1702 0.5360
C23 -5.3548 -2.0451 1.3486
C24 -4.6962 -0.8875 0.9507
C25 1.3155 -1.5092 -4.4957
C26 2.1250 -2.0357 -5.4782
C27 2.4604 -3.3620 -5.6881
C28 2.2030 -4.4887 -4.8460
C29 1.7284 -4.5128 -3.5874
C30 1.3004 -3.3515 -2.7504
H1 1.4478 3.7164 -5.3354
H2 1.6679 3.9898 -3.6122
H3 0.0477 4.0717 -4.3122
H4 1.9718 1.2457 -5.8390
H5 -0.6147 3.3907 -2.2763
H6 1.9639 4.3160 1.6409
H7 1.2591 5.7755 -0.3657
H8 -0.2666 5.2648 -1.0811
H9 1.2504 4.9604 -1.9203
H10 0.0342 2.1244 3.7452
H11 0.8681 1.1649 5.8669
H12 3.1347 0.1793 5.9732
H13 4.5921 0.2194 3.9776
H14 3.7612 1.1899 1.8594
H15 -5.0111 1.6593 -1.1475
H16 -4.1953 3.9144 -2.2625
H17 -2.7290 3.7176 -3.2275
H18 -2.6435 4.4568 -1.6257
H19 -3.5481 -1.9404 -2.0614
H20 -4.7183 -3.9961 -1.3453
H21 -5.8617 -4.0674 0.8460
H22 -5.8825 -2.0617 2.2929
H23 -4.7008 -0.0085 1.5836
H24 2.5257 -1.3133 -6.1791
H25 3.0134 -3.5679 -6.5949
H26 2.4805 -5.4491 -5.2643
H27 1.6587 -5.4723 -3.0897
H28 0.5228 -3.7333 -2.0749
N7 -1.5528 -2.0088 0.8812
C31 -1.1816 -3.0501 1.8781
C32 0.2967 -3.3588 1.8011
C33 1.0730 -2.3185 2.5699
N8 0.9086 -0.9165 2.0553
H29 -2.5209 -1.7540 1.0655
H30 -1.5935 -2.4944 -0.0130
H31 -1.7990 -3.9267 1.6759
H32 -1.4358 -2.6613 2.8612
H33 0.6305 -3.4109 0.7596
H34 0.4972 -4.3320 2.2510
H35 2.1393 -2.5450 2.5728
H36 0.7269 -2.3141 3.6028
H37 1.8356 -0.6145 1.7782
H38 0.6782 -0.3485 2.8683
Se1 -0.3876 -1.3052 -2.3618
N9 0.5596 -1.3478 -0.9151
C34 1.9514 -1.6137 -1.0932
C35 2.9037 -0.8254 -0.4608
C36 4.2517 -1.1331 -0.5780
C37 4.6602 -2.2095 -1.3513
C38 3.7152 -2.9561 -2.0398
C39 2.3632 -2.6671 -1.9254
N10 0.6063 -2.2811 -3.5480
H39 2.5855 0.0540 0.0804
H40 4.9866 -0.5170 -0.0762
H41 5.7104 -2.4494 -1.4428
H42 4.0266 -3.7672 -2.6852
Br1 -5.3301 4.4355 2.2959
C40 -4.6685 2.9793 3.3071
C41 -5.3128 2.5962 4.4742
C42 -4.8224 1.5149 5.1947
C43 -3.7090 0.8181 4.7486
C44 -3.0773 1.2123 3.5754
C45 -3.5525 2.3037 2.8524
C46 -1.9291 0.4122 3.0463
O1 -1.4960 -0.5781 3.6227
O2 -1.4817 0.8506 1.9016
H43 -6.1851 3.1360 4.8159
H44 -5.3191 1.2166 6.1081
H45 -3.3230 -0.0312 5.2960
H46 -3.0599 2.6021 1.9384

=====

[4]
C28H53CrNS8SbSi3 | the ωB97M-V functional and the def2-TZVPD basis

## Properties
Expectation value of S²: 6.17
LUMO level (spin up / spin down) (eV): 2.136 / 1.876
Charge: -1
Energy above the lowest of the compared OMol25 structures with the same formula, charge and spin (eV): 1.2850
Multiplicity: 5

Cartesian coordinates (Å):
Cr1 0.2044 1.6881 0.6193
S1 0.1583 5.5330 1.9636
S2 -0.8700 4.3009 3.0664
S3 -0.3051 2.3556 2.9283
S4 1.9707 2.6074 -0.2886
C1 -0.9816 -1.8882 -4.3803
C2 0.4991 -1.7443 -3.9687
S5 0.7508 -0.7053 -2.5075
C3 1.2910 0.8319 -3.2804
C4 0.3307 1.4251 -4.3050
S6 -1.3625 1.5959 -3.6654
C5 -2.2795 1.4608 -5.2189
C6 -2.7235 0.0464 -5.5733
S7 -1.4270 -1.1564 -5.9903
H1 -1.6207 -1.4315 -3.6266
H2 -1.2395 -2.9465 -4.4385
H3 1.1120 -1.3625 -4.7883
H4 0.8983 -2.7309 -3.7233
H5 2.2568 0.6558 -3.7625
H6 1.4666 1.5179 -2.4517
H7 0.2942 0.8052 -5.2006
H8 0.7003 2.4114 -4.5965
H9 -1.6921 1.8967 -6.0293
H10 -3.1711 2.0834 -5.1042
H11 -3.3613 0.0818 -6.4610
H12 -3.3254 -0.3710 -4.7639
C7 -4.3658 -0.7265 -0.6389
C8 -3.5670 -1.2233 0.5762
C9 -4.3850 -0.9767 1.8551
C10 -3.3142 -2.7259 0.4324
C11 -2.3110 -0.4532 0.6550
C12 -1.3390 0.2795 0.5632
H13 -5.3285 -1.2467 -0.7025
H14 -3.8048 -0.9070 -1.5594
H15 -4.5479 0.3471 -0.5622
H16 -5.3191 -1.5478 1.8310
H17 -4.6281 0.0835 1.9534
H18 -3.8128 -1.2739 2.7364
H19 -4.2683 -3.2576 0.3617
H20 -2.7660 -3.1103 1.2953
H21 -2.7282 -2.9400 -0.4635
S8 -1.8414 5.1631 -1.7322
C13 -0.7121 4.0227 -1.1287
N1 -1.1555 3.1917 -0.2470
C14 -2.5002 3.4406 0.0421
C15 -3.2822 2.7886 0.9987
C16 -4.5943 3.1857 1.1597
C17 -5.1458 4.2207 0.3947
C18 -4.3805 4.8891 -0.5367
C19 -3.0544 4.4924 -0.6971
H22 0.3315 3.9933 -1.4285
H23 -2.8439 1.9974 1.5864
H24 -5.2106 2.6905 1.9015
H25 -6.1789 4.5101 0.5475
H26 -4.7938 5.7046 -1.1176
C20 2.3336 0.7906 4.8237
Si1 1.7432 -0.7434 3.9072
C21 -0.0634 -1.1390 4.2405
C22 2.7729 -2.1514 4.6330
Sb1 1.9314 -0.3242 1.3744
Si2 4.4176 0.2047 1.1060
C23 4.8362 1.8257 1.9568
C24 5.4517 -1.1736 1.8948
C25 4.8438 0.3184 -0.7228
Si3 1.8771 -2.7352 0.4599
C26 0.1511 -3.1417 -0.1497
C27 3.1403 -2.9222 -0.9269
C28 2.3409 -4.0635 1.7133
H27 2.1062 0.6688 5.8900
H28 1.8676 1.7071 4.4687
H29 3.4194 0.8821 4.7291
H30 -0.2360 -1.2628 5.3158
H31 -0.3337 -2.0748 3.7398
H32 -0.7285 -0.3596 3.8634
H33 2.5867 -2.1519 5.7155
H34 3.8462 -1.9929 4.4848
H35 2.5138 -3.1391 4.2510
H36 4.5945 1.8126 3.0215
H37 4.2756 2.6359 1.4866
H38 5.9106 2.0209 1.8533
H39 5.3889 -1.1355 2.9880
H40 6.5062 -1.0491 1.6170
H41 5.1368 -2.1725 1.5758
H42 4.2463 1.1153 -1.1703
H43 4.6421 -0.6159 -1.2517
H44 5.9075 0.5569 -0.8417
H45 -0.4270 -2.2474 -0.3903
H46 -0.3906 -3.6814 0.6336
H47 0.2006 -3.7934 -1.0307
H48 3.0550 -2.1368 -1.6786
H49 2.9579 -3.8877 -1.4160
H50 4.1626 -2.9362 -0.5354
H51 1.5786 -4.1805 2.4893
H52 3.3084 -3.8884 2.1925
H53 2.4021 -5.0106 1.1604

=====

[5]
C4H7LiO2V | the ωB97M-V functional and the def2-TZVPD basis

## Properties
Expectation value of S²: 6.22
LUMO level (spin up / spin down) (eV): -4.708 / -3.646
Charge: +1
Energy above the lowest of the compared OMol25 structures with the same formula, charge and spin (eV): 1.3635
Multiplicity: 5

Cartesian coordinates (Å):
O1 1.1815 -0.7159 -0.6640
C1 0.1817 -0.0232 -0.5452
C2 -1.1609 -0.5568 -0.1940
Li1 3.0266 -0.3975 -0.6330
H1 0.2720 1.0769 -0.6593
H2 -1.4750 -0.1441 0.7741
H3 -1.8411 -0.1306 -0.9557
C3 -2.5953 -2.5586 0.1605
C4 -1.2506 -2.0817 -0.2518
O2 -2.9561 -3.7698 -0.3451
H4 -3.0172 -2.2863 1.1331
H5 -0.4365 -2.5357 0.3452
H6 -1.0233 -2.4734 -1.2689
H7 -3.8404 -4.0107 -0.0532
V1 5.3059 -1.8599 -0.2886

=====

[6]
C8H9N3 | the ωB97M-V functional and the def2-TZVPD basis

## Properties
LUMO level (eV): 0.740
Charge: 0
Energy above the lowest of the compared OMol25 structures with the same formula, charge and spin (eV): 1.3873

Cartesian coordinates (Å):
C1 2.7812 1.3328 0.0235
C2 3.4004 -0.8605 -0.0002
C3 1.4488 1.0086 -0.0108
C4 1.1220 -0.4657 -0.1215
C5 -0.8546 0.5425 0.0041
C6 -2.1935 0.6858 0.0987
C7 0.1493 1.6508 -0.0375
C8 -0.7856 -1.9800 0.0308
N1 3.7541 0.3943 0.0927
N2 2.1331 -1.3478 -0.0847
N3 -0.1514 -0.6643 -0.0362
H1 3.3110 2.2532 0.2386
H2 4.1851 -1.6058 -0.1655
H3 -2.9128 -0.2008 0.1038
H4 -2.5061 1.6807 0.1873
H5 0.0914 2.3923 0.7023
H6 0.1579 2.1751 -1.0113
H7 -1.7791 -1.7730 0.4733
H8 -0.7694 -2.4349 -0.9732
H9 -0.2543 -2.5735 0.8945

=====

[7]
C24H23Br9N4O2 | the ωB97M-V functional and the def2-TZVPD basis

## Properties
Expectation value of S²: 0.77
LUMO level (spin up / spin down) (eV): 0.696 / 0.700
Charge: -1
Multiplicity: 2

Cartesian coordinates (Å):
C1 19.7252 -12.7232 -21.7352
Br1 20.6148 -10.9803 -21.4528
Br2 17.8660 -12.5717 -22.5308
Br3 19.7186 -13.8120 -20.0814
H1 20.2932 -13.2170 -22.5235
C2 19.9368 -16.8015 -21.6539
Br4 18.5803 -15.9405 -22.8700
Br5 21.8343 -16.3872 -22.0170
Br6 19.6978 -18.7603 -21.8216
H2 19.7538 -16.5778 -20.6029
C3 24.3814 -13.7242 -21.3847
Br7 26.2322 -14.1698 -22.0293
Br8 23.0924 -13.1999 -22.8636
Br9 24.4395 -12.2810 -19.9847
H3 24.0318 -14.6592 -20.9469
C4 15.0640 -14.5491 -23.4221
C5 14.4186 -13.5427 -24.1537
C6 13.2306 -12.9730 -23.6838
C7 12.7153 -13.4000 -22.4568
C8 13.4773 -14.2714 -21.6127
C9 14.6236 -14.8824 -22.1580
N1 11.3268 -13.0871 -22.0992
O1 10.5501 -12.5877 -22.9277
O2 10.7762 -13.5755 -21.1105
H4 16.0161 -14.9706 -23.7088
H5 14.7650 -13.2871 -25.1443
H6 12.6305 -12.2906 -24.2674
H7 13.1780 -14.6182 -20.6347
H8 15.2031 -15.6023 -21.5992
N2 15.8902 -16.2797 -19.2890
C10 16.7685 -17.2924 -19.4209
C11 17.8667 -17.4728 -18.5577
C12 18.0652 -16.5270 -17.5340
C13 17.1127 -15.4891 -17.3575
C14 16.0745 -15.4252 -18.2355
H9 16.5770 -17.9140 -20.2831
H10 18.4630 -18.3505 -18.7590
H11 18.8459 -16.6794 -16.8035
H12 17.0670 -14.9244 -16.4381
H13 15.2778 -14.7001 -18.1590
N3 27.4840 -17.2446 -22.0859
C15 27.4622 -17.4197 -20.7191
C16 26.2569 -17.6989 -20.0882
C17 25.0292 -17.7447 -20.7958
C18 25.0798 -17.5224 -22.1852
C19 26.2944 -17.2502 -22.7578
H14 28.4429 -17.3625 -20.2705
H15 26.2249 -17.8736 -19.0229
H16 24.0842 -17.8394 -20.2815
H17 24.1927 -17.3735 -22.7830
H18 26.4250 -16.9734 -23.7935
N4 19.8470 -13.7930 -25.6210
C20 19.9834 -12.4245 -25.7570
C21 19.0214 -11.5645 -26.3672
C22 17.7671 -12.1553 -26.6534
C23 17.5340 -13.5228 -26.3879
C24 18.6072 -14.2751 -25.8527
H19 20.9800 -12.0682 -25.5422
H20 19.1846 -10.5289 -26.6264
H21 17.0485 -11.5437 -27.1786
H22 16.6083 -14.0254 -26.6260
H23 18.4320 -15.3278 -25.6870